Here is a structure of composition C32H45GeO5S2SiW from the Open Molecules 2025 dataset. Energies are from the ωB97M-V functional and the def2-TZVPD basis.

Each line ends with the Löwdin charge.
Atoms and positions in Å:
W -0.315 -0.826 0.124  1.677
C -0.483 2.233 2.856  -0.016
C -1.330 2.010 1.620  -0.605
C -2.644 1.319 1.930  -0.017
C -1.581 3.302 0.864  -0.059
O -0.522 1.122 0.709  -0.534
Ge 0.229 1.736 -1.018  1.212
O 1.303 0.109 -0.601  -0.483
C 2.706 0.242 -0.032  -0.590
C 3.515 -0.848 -0.695  -0.002
C 3.210 1.619 -0.424  -0.057
C 2.638 0.082 1.475  -0.025
O -1.035 0.269 -1.488  -0.465
C -1.297 -0.114 -2.926  -0.606
C -0.492 0.839 -3.794  -0.062
C -2.785 0.072 -3.157  -0.009
C -0.856 -1.543 -3.146  -0.024
H -1.018 2.875 3.556  0.111
H 0.459 2.723 2.605  0.096
H -0.273 1.290 3.360  0.066
H -3.284 2.015 2.473  0.114
H -2.508 0.439 2.556  0.068
H -3.166 1.048 1.009  0.090
H -2.176 3.970 1.487  0.114
H -2.142 3.127 -0.057  0.091
H -0.653 3.833 0.635  0.079
H 3.554 -0.716 -1.776  0.106
H 3.110 -1.835 -0.484  0.055
H 4.535 -0.815 -0.310  0.116
H 3.134 1.786 -1.501  0.092
H 4.265 1.697 -0.160  0.114
H 2.692 2.422 0.109  0.080
H 2.402 -0.945 1.763  0.051
H 1.914 0.765 1.922  0.073
H 3.616 0.320 1.897  0.116
H -0.797 1.878 -3.652  0.085
H -0.661 0.598 -4.844  0.114
H 0.583 0.739 -3.614  0.086
H -3.116 1.057 -2.826  0.102
H -3.372 -0.694 -2.653  0.075
H -2.996 -0.013 -4.223  0.110
H 0.215 -1.655 -2.974  0.072
H -1.061 -1.819 -4.181  0.118
H -1.401 -2.249 -2.514  0.077
O 0.331 -2.412 -0.343  -0.412
Si 0.974 -4.079 -0.234  0.667
C 1.315 -4.278 1.566  -0.266
C 0.426 -4.986 2.378  -0.100
C 0.648 -5.106 3.742  -0.059
C 1.766 -4.519 4.314  -0.050
C 2.671 -3.822 3.523  -0.061
C 2.447 -3.705 2.162  -0.128
C 2.471 -4.167 -1.306  -0.266
C 2.416 -3.786 -2.652  -0.093
C 3.514 -3.919 -3.481  -0.062
C 4.695 -4.454 -2.980  -0.052
C 4.766 -4.860 -1.657  -0.053
C 3.663 -4.716 -0.826  -0.084
C -0.405 -5.142 -0.852  -0.240
C -0.083 -6.464 -1.177  -0.068
C -1.066 -7.350 -1.591  -0.050
C -2.384 -6.928 -1.697  -0.052
C -2.720 -5.617 -1.390  -0.064
C -1.734 -4.738 -0.968  -0.104
H -0.445 -5.460 1.937  0.104
H -0.045 -5.663 4.358  0.117
H 1.944 -4.619 5.377  0.117
H 3.554 -3.385 3.969  0.115
H 3.173 -3.177 1.552  0.093
H 1.491 -3.401 -3.068  0.090
H 3.453 -3.625 -4.521  0.113
H 5.555 -4.567 -3.626  0.116
H 5.679 -5.291 -1.271  0.116
H 3.736 -5.041 0.205  0.102
H 0.943 -6.809 -1.115  0.115
H -0.803 -8.370 -1.838  0.117
H -3.147 -7.621 -2.023  0.117
H -3.748 -5.290 -1.481  0.109
H -2.002 -3.715 -0.734  0.055
C -3.551 -1.705 0.199  -0.016
O -2.180 -1.667 0.709  -0.479
C -1.900 -2.196 2.010  -1.228
S -2.858 -3.191 2.797  0.889
S -0.370 -1.449 2.414  0.763
H -3.563 -1.005 -0.628  0.078
H -4.212 -1.387 1.001  0.100
H -3.785 -2.718 -0.115  0.091

spin multiplicity	2
ΔE to the lowest compared entry with this formula, charge and spin	22.84	kcal per mole
F_max	0.01566	hartree/bohr
HOMO level (alpha / beta)	-14.0 / -14.0	eV
charge	+2